1.
Computed, not measured: a 10-piece molecular cluster, C32H60Cl2F6N10O8S2 overall at a distorted geometry, with the ωB97M-V functional and the def2-TZVPD basis.

Each atom is followed by the atoms it is bonded to, with distances in Å.
Atoms and positions in Å:
1 C -4.511 -2.846 -1.409  C2 1.459, H8 1.090, H9 1.090, H10 1.090
2 C -3.277 -2.400 -2.046  C1 1.459, O3 1.242, N4 1.495
3 O -2.127 -2.669 -1.661  C2 1.242
4 N -3.554 -1.666 -3.320  C2 1.495, H5 1.010, H6 1.010, C7 1.536
5 H -4.511 -1.854 -3.581  N4 1.010
6 H -3.631 -0.665 -3.212  N4 1.010
7 C -2.517 -1.959 -4.414  N4 1.536, H11 1.090, H12 1.090, H13 1.090
8 H -4.899 -1.907 -1.014  C1 1.090
9 H -4.320 -3.633 -0.680  C1 1.090
10 H -5.279 -3.110 -2.136  C1 1.090
11 H -2.508 -3.046 -4.491  C7 1.090
12 H -1.585 -1.645 -3.945  C7 1.090
13 H -2.693 -1.330 -5.287  C7 1.090
14 C -0.346 -0.242 -0.646  C15 1.468, H21 1.090, H22 1.090, H23 1.090
15 C 0.748 0.679 -0.314  C14 1.468, O16 1.229, N17 1.463
16 O 0.607 1.898 -0.250  C15 1.229
17 N 2.028 0.097 0.091  C15 1.463, H18 1.010, H19 1.010, C20 1.552
18 H 2.372 -0.788 -0.252  N17 1.010
19 H 2.740 0.750 -0.205  N17 1.010
20 C 2.275 0.249 1.616  N17 1.552, H24 1.090, H25 1.090, H26 1.090
21 H -0.513 -0.791 0.281  C14 1.090
22 H 0.155 -0.866 -1.385  C14 1.090
23 H -1.241 0.308 -0.938  C14 1.090
24 H 1.772 -0.530 2.189  C20 1.090
25 H 1.992 1.252 1.934  C20 1.090
26 H 3.352 0.108 1.708  C20 1.090
27 C -4.685 -6.997 2.829  C28 1.609, H35 1.090, H36 1.090, H37 1.090
28 C -3.415 -6.857 1.851  C27 1.609, N29 1.453, H38 1.090, H39 1.090
29 N -2.890 -5.502 1.870  C28 1.453, C30 1.383, C33 1.381
30 C -1.560 -5.128 1.928  N29 1.383, C31 1.370, H40 1.080
31 C -1.415 -3.766 1.891  C30 1.370, N32 1.340, H41 1.080
32 N -2.641 -3.225 1.897  C31 1.340, C33 1.370, C34 1.465
33 C -3.522 -4.274 1.852  N29 1.381, N32 1.370, H42 1.080
34 C -2.982 -1.801 1.848  N32 1.465, H43 1.090, H44 1.090, H45 1.090
35 H -5.306 -7.760 2.361  C27 1.090
36 H -5.279 -6.089 2.933  C27 1.090
37 H -4.547 -7.273 3.874  C27 1.090
38 H -3.526 -7.143 0.805  C28 1.090
39 H -2.558 -7.472 2.125  C28 1.090
40 H -0.862 -5.950 1.990  C30 1.080
41 H -0.480 -3.237 1.997  C31 1.080
42 H -4.598 -4.188 1.877  C33 1.080
43 H -4.038 -1.695 1.599  C34 1.090
44 H -2.342 -1.033 1.415  C34 1.090
45 H -2.993 -1.643 2.926  C34 1.090
46 C 2.788 -2.550 5.078  C47 1.541, H54 1.090, H55 1.090, H56 1.090
47 C 2.577 -3.301 3.748  C46 1.541, N48 1.435, H57 1.090, H58 1.090
48 N 2.576 -4.717 3.984  C47 1.435, C49 1.426, C52 1.383
49 C 2.055 -5.709 3.103  N48 1.426, C50 1.397, H59 1.080
50 C 2.061 -6.960 3.723  C49 1.397, N51 1.335, H60 1.080
51 N 2.694 -6.859 4.894  C50 1.335, C52 1.402, C53 1.434
52 C 3.062 -5.511 5.006  N48 1.383, N51 1.402, H61 1.080
53 C 2.870 -7.870 5.895  N51 1.434, H62 1.090, H63 1.090, H64 1.090
54 H 3.667 -2.928 5.600  C46 1.090
55 H 1.954 -2.502 5.778  C46 1.090
56 H 3.078 -1.533 4.813  C46 1.090
57 H 3.422 -3.154 3.076  C47 1.090
58 H 1.720 -2.903 3.205  C47 1.090
59 H 1.700 -5.345 2.149  C49 1.080
60 H 1.512 -7.852 3.458  C50 1.080
61 H 3.553 -5.025 5.837  C52 1.080
62 H 2.381 -8.706 5.395  C53 1.090
63 H 2.360 -7.511 6.789  C53 1.090
64 H 3.940 -7.906 6.097  C53 1.090
65 C -0.864 5.196 -4.817  C66 1.558, H73 1.090, H74 1.090, H75 1.090
66 C -0.223 6.381 -4.036  C65 1.558, N67 1.533, H76 1.090, H77 1.090
67 N 0.650 5.905 -2.870  C66 1.533, C68 1.357, C71 1.414
68 C 0.939 4.669 -2.389  N67 1.357, C69 1.440, H78 1.080
69 C 1.964 4.750 -1.381  C68 1.440, N70 1.410, H79 1.080
70 N 2.324 6.113 -1.335  C69 1.410, C71 1.349, C72 1.428
71 C 1.496 6.787 -2.160  N67 1.414, N70 1.349, H80 1.080
72 C 3.377 6.716 -0.583  N70 1.428, H81 1.090, H82 1.090, H83 1.090
73 H -1.411 5.472 -5.718  C65 1.090
74 H -1.617 4.715 -4.192  C65 1.090
75 H -0.012 4.528 -4.938  C65 1.090
76 H -1.069 6.929 -3.621  C66 1.090
77 H 0.214 7.061 -4.768  C66 1.090
78 H 0.361 3.769 -2.537  C68 1.080
79 H 2.471 4.091 -0.692  C69 1.080
80 H 1.350 7.850 -2.279  C71 1.080
81 H 3.909 7.409 -1.234  C72 1.090
82 H 4.024 5.981 -0.105  C72 1.090
83 H 2.898 7.321 0.188  C72 1.090
84 C -4.373 5.412 -2.311  C85 1.585, H92 1.090, H93 1.090, H94 1.090
85 C -4.376 5.273 -0.733  C84 1.585, N86 1.411, H95 1.090, H96 1.090
86 N -3.078 5.351 -0.186  C85 1.411, C87 1.425, C90 1.328
87 C -2.234 4.223 0.027  N86 1.425, C88 1.292, H97 1.080
88 C -1.176 4.704 0.590  C87 1.292, N89 1.385, H98 1.080
89 N -1.272 6.082 0.700  C88 1.385, C90 1.358, C91 1.424
90 C -2.518 6.450 0.306  N86 1.328, N89 1.358, H99 1.080
91 C -0.344 7.049 1.182  N89 1.424, H100 1.090, H101 1.090, H102 1.090
92 H -5.367 5.609 -2.712  C84 1.090
93 H -3.952 4.521 -2.777  C84 1.090
94 H -3.733 6.222 -2.662  C84 1.090
95 H -4.822 4.356 -0.345  C85 1.090
96 H -4.971 6.053 -0.257  C85 1.090
97 H -2.552 3.277 -0.386  C87 1.080
98 H -0.239 4.224 0.831  C88 1.080
99 H -2.983 7.425 0.332  C90 1.080
100 H 0.604 6.594 1.470  C91 1.090
101 H -0.880 7.376 2.073  C91 1.090
102 H -0.322 7.943 0.559  C91 1.090
103 Cl 2.133 -3.410 0.246  no bonds
104 Cl -0.258 -0.568 3.794  no bonds
105 C 1.603 -2.337 -4.361  F106 1.320, F107 1.290, F108 1.349, S109 2.003
106 F 0.891 -1.274 -4.688  C105 1.320
107 F 1.084 -3.044 -3.415  C105 1.290
108 F 1.720 -3.049 -5.500  C105 1.349
109 S 3.489 -1.754 -4.028  C105 2.003, O110 1.450, O111 1.452, O112 1.475
110 O 4.374 -2.895 -3.897  S109 1.450
111 O 3.838 -0.877 -5.131  S109 1.452
112 O 3.362 -1.112 -2.706  S109 1.475
113 C 5.897 1.921 -2.225  F114 1.375, F115 1.346, F116 1.372, S117 2.001
114 F 4.877 1.395 -2.982  C113 1.375
115 F 6.968 1.112 -2.122  C113 1.346
116 F 6.281 3.102 -2.807  C113 1.372
117 S 5.252 2.303 -0.371  C113 2.001, O118 1.452, O119 1.451, O120 1.488
118 O 5.487 3.731 -0.246  S117 1.452
119 O 3.842 1.970 -0.453  S117 1.451
120 O 6.105 1.480 0.529  S117 1.488

Properties
HOMO-LUMO gap	4.05	eV
net charge	+2
LUMO level	-5.88	eV
HOMO energy	-9.934	eV

Mulliken atomic charge list, values in e, 5 entries: -1.197, 0.658, -0.399, -0.137, 0.414

2.
Computed, not measured: a 8-piece molecular cluster, C32H60F8N11O5PS2 overall at a distorted geometry, with the ωB97M-V functional and the def2-TZVPD basis.

Each atom is followed by the atoms it is bonded to, with distances in Å.
Atoms and positions in Å:
1 C -0.123 -1.353 0.340  C2 1.555, H4 1.090, H5 1.090, H6 1.090
2 C 0.488 0.010 0.773  C1 1.555, O3 1.341, H7 1.090, H8 1.090
3 O 0.186 1.073 0.014  C2 1.341
4 H -1.206 -1.231 0.327  C1 1.090
5 H -0.001 -2.012 1.199  C1 1.090
6 H 0.216 -1.788 -0.600  C1 1.090
7 H 1.536 -0.049 1.068  C2 1.090
8 H 0.141 0.140 1.798  C2 1.090
9 C -6.312 -2.116 4.730  C10 1.583, H17 1.090, H18 1.090, H19 1.090
10 C -5.519 -2.168 3.361  C9 1.583, N11 1.428, H20 1.090, H21 1.090
11 N -4.211 -1.598 3.388  C10 1.428, C12 1.410, C15 1.422
12 C -3.911 -0.248 3.109  N11 1.410, C13 1.386, H22 1.080
13 C -2.540 -0.144 3.283  C12 1.386, N14 1.393, H23 1.080
14 N -2.010 -1.369 3.682  C13 1.393, C15 1.406, C16 1.488
15 C -3.055 -2.298 3.832  N11 1.422, N14 1.406, H24 1.080
16 C -0.602 -1.742 3.983  N14 1.488, H25 1.090, H26 1.090, H27 1.090
17 H -7.398 -2.202 4.777  C9 1.090
18 H -5.959 -1.316 5.381  C9 1.090
19 H -6.066 -2.943 5.395  C9 1.090
20 H -6.114 -1.640 2.616  C10 1.090
21 H -5.434 -3.172 2.945  C10 1.090
22 H -4.675 0.505 2.986  C12 1.080
23 H -1.849 0.686 3.306  C13 1.080
24 H -2.976 -3.317 4.180  C15 1.080
25 H -0.397 -2.642 3.402  C16 1.090
26 H -0.471 -1.977 5.039  C16 1.090
27 H 0.104 -0.939 3.773  C16 1.090
28 C 1.847 8.275 0.051  C29 1.557, H36 1.090, H37 1.090, H38 1.090
29 C 0.712 7.868 1.037  C28 1.557, N30 1.402, H39 1.090, H40 1.090
30 N 0.623 6.479 1.200  C29 1.402, C31 1.372, C34 1.375
31 C -0.056 5.581 0.415  N30 1.372, C32 1.389, H41 1.080
32 C 0.109 4.321 0.973  C31 1.389, N33 1.369, H42 1.080
33 N 0.952 4.465 2.043  C32 1.369, C34 1.367, C35 1.410
34 C 1.260 5.786 2.203  N30 1.375, N33 1.367, H43 1.080
35 C 1.325 3.405 2.894  N33 1.410, H44 1.090, H45 1.090, H46 1.090
36 H 1.563 8.023 -0.970  C28 1.090
37 H 2.862 7.896 0.170  C28 1.090
38 H 2.042 9.346 -0.018  C28 1.090
39 H -0.230 8.299 0.698  C29 1.090
40 H 0.991 8.315 1.991  C29 1.090
41 H -0.591 5.844 -0.486  C31 1.080
42 H -0.330 3.358 0.759  C32 1.080
43 H 1.891 6.136 3.007  C34 1.080
44 H 2.348 3.094 2.686  C35 1.090
45 H 0.715 2.554 2.590  C35 1.090
46 H 1.070 3.735 3.901  C35 1.090
47 C -0.103 0.746 -4.199  C48 1.508, H55 1.090, H56 1.090, H57 1.090
48 C -1.052 1.815 -3.720  C47 1.508, N49 1.426, H58 1.090, H59 1.090
49 N -2.300 1.222 -3.366  C48 1.426, C50 1.384, C53 1.371
50 C -3.504 1.161 -4.047  N49 1.384, C51 1.376, H60 1.080
51 C -4.475 0.716 -3.181  C50 1.376, N52 1.393, H61 1.080
52 N -3.829 0.410 -1.986  C51 1.393, C53 1.304, C54 1.457
53 C -2.570 0.718 -2.121  N49 1.371, N52 1.304, H62 1.080
54 C -4.396 -0.177 -0.779  N52 1.457, H63 1.090, H64 1.090, H65 1.090
55 H 0.257 0.023 -3.467  C47 1.090
56 H 0.851 1.143 -4.546  C47 1.090
57 H -0.618 0.272 -5.035  C47 1.090
58 H -1.267 2.555 -4.490  C48 1.090
59 H -0.655 2.264 -2.810  C48 1.090
60 H -3.628 1.390 -5.095  C50 1.080
61 H -5.516 0.481 -3.350  C51 1.080
62 H -1.843 0.580 -1.334  C53 1.080
63 H -5.166 -0.929 -0.949  C54 1.090
64 H -4.842 0.609 -0.168  C54 1.090
65 H -3.679 -0.789 -0.233  C54 1.090
66 C 3.623 -0.193 -3.075  C67 1.521, H74 1.090, H75 1.090, H76 1.090
67 C 3.076 0.425 -1.797  C66 1.521, N68 1.463, H77 1.090, H78 1.090
68 N 3.951 1.384 -1.123  C67 1.463, C69 1.368, C72 1.366
69 C 3.682 1.921 0.106  N68 1.368, C70 1.384, H79 1.080
70 C 4.675 2.806 0.491  C69 1.384, N71 1.372, H80 1.080
71 N 5.563 2.877 -0.552  C70 1.372, C72 1.400, C73 1.500
72 C 5.042 2.073 -1.572  N68 1.366, N71 1.400, H81 1.080
73 C 6.861 3.627 -0.585  N71 1.500, H82 1.090, H83 1.090, H84 1.090
74 H 4.657 -0.528 -2.988  C66 1.090
75 H 3.497 0.502 -3.906  C66 1.090
76 H 3.056 -1.067 -3.394  C66 1.090
77 H 2.887 -0.323 -1.027  C67 1.090
78 H 2.150 0.919 -2.092  C67 1.090
79 H 2.844 1.540 0.669  C69 1.080
80 H 4.800 3.495 1.312  C70 1.080
81 H 5.579 1.875 -2.488  C72 1.080
82 H 7.711 3.059 -0.965  C73 1.090
83 H 7.087 3.934 0.436  C73 1.090
84 H 6.674 4.575 -1.088  C73 1.090
85 C 1.599 -4.515 -0.643  C86 1.473, H93 1.090, H94 1.090, H95 1.090
86 C 1.764 -4.795 -2.079  C85 1.473, N87 1.478, H96 1.090, H97 1.090
87 N 0.980 -3.991 -3.040  C86 1.478, C88 1.365, C91 1.375
88 C 1.343 -3.409 -4.220  N87 1.365, C89 1.441, H98 1.080
89 C 0.148 -2.800 -4.748  C88 1.441, N90 1.327, H99 1.080
90 N -0.860 -2.985 -3.904  C89 1.327, C91 1.358, C92 1.458
91 C -0.347 -3.678 -2.854  N87 1.375, N90 1.358, H100 1.080
92 C -2.234 -2.522 -4.052  N90 1.458, H101 1.090, H102 1.090, H103 1.090
93 H 0.646 -4.882 -0.262  C85 1.090
94 H 1.783 -3.453 -0.479  C85 1.090
95 H 2.401 -5.030 -0.114  C85 1.090
96 H 1.619 -5.829 -2.391  C86 1.090
97 H 2.804 -4.717 -2.394  C86 1.090
98 H 2.362 -3.420 -4.576  C88 1.080
99 H -0.029 -2.362 -5.719  C89 1.080
100 H -0.821 -3.820 -1.895  C91 1.080
101 H -2.550 -1.809 -3.291  C92 1.090
102 H -2.834 -3.425 -3.940  C92 1.090
103 H -2.338 -2.166 -5.077  C92 1.090
104 N 4.601 -2.591 3.407  S105 1.456, S109 1.722
105 S 3.345 -2.048 2.908  N104 1.456, O106 1.458, O107 1.446, F108 1.611, S109 2.217
106 O 2.704 -1.058 3.766  S105 1.458
107 O 2.538 -2.876 2.040  S105 1.446
108 F 4.123 -1.152 1.820  S105 1.611
109 S 3.680 -3.579 4.476  N104 1.722, S105 2.217, O110 1.415, O111 1.513, F112 1.603
110 O 3.464 -4.893 3.997  S109 1.415
111 O 2.835 -2.986 5.582  S109 1.513
112 F 4.937 -3.974 5.389  S109 1.603
113 P -3.968 -4.187 -0.326  F114 1.659, F115 1.630, F116 1.563, F117 1.658, F118 1.620, F119 1.699
114 F -5.267 -3.166 -0.173  P113 1.659
115 F -4.971 -5.468 -0.423  P113 1.630
116 F -4.010 -4.056 -1.883  P113 1.563
117 F -2.747 -5.276 -0.595  P113 1.658
118 F -2.926 -2.948 -0.387  P113 1.620
119 F -3.797 -4.173 1.364  P113 1.699

Properties
HOMO-LUMO gap	6.53	eV
net charge	+2
LUMO level	-4.64	eV
HOMO energy	-11.170	eV

Mulliken atomic charge list, values in e, 5 entries: 0.110, 1.580, -0.502, -0.583, 0.169